{"formula": "C43H60BCl3CsN7O4S4SiTe", "method": "ωB97M-V/def2-TZVPD", "e_homo_ev": -2.39, "lumo_ev": 3.5277, "charge": -2, "gap_ev": 5.92, "e_tot_ev": -161499.1440, "molar_mass_g_mol": 1273.03, "relative_energy_kcal_mol": 14.6, "symbols": ["H", "H", "C", "C", "S", "H", "C", "H", "C", "H", "H", "H", "H", "C", "Cl", "H", "O", "H", "H", "H", "N", "N", "C", "H", "H", "C", "H", "H", "C", "Si", "H", "C", "Cl", "C", "C", "C", "H", "H", "C", "C", "H", "O", "H", "C", "N", "C", "H", "H", "B", "O", "C", "C", "C", "C", "N", "Cs", "H", "S", "H", "H", "H", "H", "C", "H", "C", "C", "H", "O", "C", "H", "C", "C", "H", "H", "C", "C", "H", "C", "H", "H", "H", "H", "H", "H", "H", "S", "H", "C", "H", "C", "H", "Te", "H", "C", "C", "H", "H", "C", "Cl", "N", "C", "H", "H", "C", "C", "C", "H", "N", "H", "N", "C", "S", "C", "H", "C", "C", "H", "H", "H", "H", "H", "H", "H", "H", "C"], "positions_angstrom": [[0.73, -3.40, -4.25], [3.33, 1.34, 1.61], [-1.63, -1.74, 4.93], [-0.33, 5.28, 4.40], [-0.35, 1.14, 3.30], [-5.61, -1.92, -1.19], [4.02, -2.85, -2.32], [4.93, -4.13, -3.77], [4.01, -3.66, -3.44], [-4.51, 1.05, 4.50], [1.81, 4.72, 2.87], [4.95, -2.68, -1.78], [-0.38, 5.10, 0.94], [-0.42, 5.60, 1.90], [2.80, 4.35, -3.18], [-0.17, -2.31, 1.76], [-1.33, -1.56, -1.50], [1.29, 3.23, 3.69], [-0.12, 4.17, -5.89], [-5.66, 2.36, -1.56], [1.92, 0.75, -2.98], [-1.47, 3.66, 2.99], [-2.94, -1.69, 3.10], [-0.02, -4.05, 1.47], [2.82, -4.48, -5.03], [-5.05, -1.06, -1.56], [-1.53, -3.20, 1.09], [-5.45, 1.33, -2.99], [-1.18, -3.55, 3.21], [0.14, 1.81, -6.56], [-7.81, 1.00, -1.26], [0.07, -3.76, 4.08], [3.74, 5.65, -0.76], [1.07, 3.91, 2.88], [2.76, 1.41, -5.55], [-1.02, 0.44, -7.10], [0.67, -2.85, 4.13], [-2.36, 0.19, 5.68], [4.72, -2.46, 1.75], [3.28, -4.82, 1.76], [2.46, 0.83, 2.76], [1.41, 3.63, -0.64], [1.15, 3.37, 1.94], [2.56, 3.20, -0.69], [-5.64, 0.43, 0.30], [-2.36, -0.61, 4.96], [-1.45, 3.67, -6.95], [-2.30, -5.04, 4.32], [-3.85, 0.78, 3.51], [3.29, 0.65, 2.30], [-6.69, 0.33, 1.20], [-5.77, 0.24, -1.17], [1.01, 0.98, -3.95], [2.83, -3.86, -4.14], [-2.93, 2.04, 3.27], [0.19, 1.44, -0.51], [-4.06, -1.10, -1.14], [-2.89, 0.84, 0.46], [2.71, -5.75, 1.77], [0.67, -4.54, 3.62], [0.50, 5.99, 4.48], [0.75, -2.00, -2.23], [-0.70, -3.26, 1.79], [1.89, -3.81, 0.48], [1.66, -3.26, -3.71], [-2.74, 4.22, 2.93], [5.27, -1.52, 1.76], [3.07, 2.23, -0.11], [3.22, 0.85, -3.29], [0.42, 6.29, 1.96], [2.85, -2.24, -1.88], [2.82, -3.73, 1.04], [-0.24, 4.54, 5.20], [-4.13, 1.52, -1.83], [-5.21, 1.44, -1.93], [-0.81, 3.36, -6.11], [-1.27, 5.83, 4.54], [3.70, 1.15, -4.55], [-1.19, -0.99, -2.28], [-1.48, -5.66, 2.87], [1.70, 1.40, -8.49], [-0.90, -2.09, 5.62], [-1.43, 3.19, -5.23], [0.42, 2.55, -8.92], [-2.95, -4.67, 2.71], [-0.69, 0.83, -3.61], [3.91, 0.67, -2.48], [-7.25, 0.10, -1.52], [-1.57, 0.76, -8.00], [-2.04, -4.81, 3.28], [-1.81, -0.99, -0.88], [2.91, -0.93, -0.20], [-6.64, 0.43, 3.40], [1.67, -2.45, -2.57], [3.54, -2.55, 1.01], [-4.97, -1.13, -2.65], [-7.70, 0.13, 0.90], [-1.59, 2.30, 3.20], [5.14, 3.35, -1.80], [-1.94, -2.39, 3.74], [1.41, 1.35, -5.27], [-2.91, 5.26, 2.78], [-0.46, -0.46, -7.35], [-6.17, 0.48, 2.43], [5.17, -3.54, 2.48], [1.11, 2.25, -8.13], [-4.70, 3.25, 3.10], [-4.82, 0.68, 2.31], [4.83, -5.59, 3.05], [-3.12, -0.54, 3.81], [3.53, 4.07, -1.60], [-3.91, -2.30, 1.84], [4.46, -4.73, 2.48], [4.76, 1.20, -4.73], [-0.29, 4.58, 3.04], [-3.62, 3.22, 3.10], [3.10, 1.67, -6.54], [1.80, 3.09, -7.96], [-0.18, -4.08, 5.09], [-1.34, 6.19, 1.96], [-1.73, 0.19, -6.31], [-7.32, -0.04, -2.60], [-7.71, -0.76, -1.04], [6.10, -3.46, 3.05], [-4.48, 0.66, 1.00]]}